Record 1
{
  "formula": "CFN3O2",
  "method": "wB97M-V/def2-TZVPD",
  "species": ["O", "C", "N", "N", "O", "F", "N"],
  "xyz": [[0.93463, 1.52260, -0.10548], [-1.40443, 0.12359, 0.01313], [-2.48974, 0.43723, 0.12789], [-0.19536, -0.39486, -0.14494], [2.11124, -0.29599, 0.16765], [-0.09956, -1.74386, -0.05582], [1.14322, 0.35129, -0.00243]],
  "atomic_forces_ev_per_a": [[0.5, -0.2, 0.0], [2.0, -0.6, 0.1], [-2.1, 0.8, 0.2], [1.8, 0.0, -0.7], [-0.2, -0.3, -0.1], [0.2, -0.1, 0.3], [-2.2, 0.3, 0.2]],
  "lowdin_charge": [0.14, -0.25, 0.20, 0.00, 0.18, 0.07, -0.34],
  "gap_ev": 10.51,
  "smiles": "N#CN(F)[N+](=O)[O-]",
  "e_above_lowest_kj_mol": 199.4,
  "lumo_energy_ev": -0.7,
  "homo_energy_ev": -11.248
}

Record 2
{
  "formula": "C26H52Cu2O18S3",
  "method": "wB97M-V/def2-TZVPD",
  "species": ["H", "H", "H", "Cu", "H", "O", "H", "C", "H", "H", "H", "H", "H", "H", "H", "H", "O", "O", "S", "H", "C", "S", "O", "H", "H", "H", "H", "H", "H", "C", "C", "C", "H", "H", "H", "H", "H", "H", "H", "H", "C", "H", "O", "O", "C", "O", "O", "H", "H", "S", "O", "C", "H", "O", "H", "H", "O", "H", "C", "H", "H", "C", "C", "C", "C", "O", "C", "H", "C", "O", "H", "O", "H", "H", "H", "O", "H", "C", "H", "C", "C", "C", "C", "C", "H", "H", "C", "H", "H", "H", "Cu", "C", "O", "C", "C", "O", "H", "O", "H", "C", "H"],
  "xyz": [[-0.92713, -3.33508, 0.58909], [-3.71487, -5.24094, -1.08191], [4.15263, 2.39306, -1.85441], [-3.14436, -1.07604, 1.37397], [2.25261, -3.20761, -0.67538], [-2.94309, -3.11815, 0.75915], [3.55797, -4.05497, -2.42271], [2.16044, 3.27541, -0.02867], [0.61468, 2.73014, -3.99865], [5.92287, -2.77314, -1.87713], [4.99216, 1.59601, -0.41136], [-3.01199, 3.37654, 3.14728], [4.83201, 0.10944, 2.16344], [3.69085, 0.46920, -2.78225], [-2.12716, 2.76670, 0.57528], [-6.15825, -2.14547, -2.20229], [-1.25820, -0.79050, 2.16716], [-3.83766, 0.68505, 2.26326], [-1.89549, 5.85282, 1.00572], [5.42721, 4.26893, -0.27846], [2.67499, 0.37057, -3.16489], [-0.62416, -0.32697, 0.94386], [-4.69642, -1.01816, -0.22031], [4.41943, 0.79193, 4.62856], [4.84913, 3.26531, 1.04030], [-0.21180, 0.35354, -2.35947], [-3.69774, 0.50083, -1.22002], [-1.42463, -5.63444, -0.81438], [3.72997, -1.71038, 4.52687], [2.44458, -1.25838, 2.75592], [-1.94159, -5.10309, -0.01531], [-3.87209, -4.24934, 0.95618], [2.53209, -0.64274, -3.54026], [-7.42853, -0.98324, -2.16675], [3.78071, -2.56242, -3.16707], [0.08329, 1.17240, -4.68376], [2.88302, 2.31121, -4.10362], [-1.50868, -5.35290, 0.95334], [2.37970, 0.89770, -5.17801], [4.98267, -1.46220, 0.40795], [3.92359, 0.58915, 2.52778], [5.07407, -0.56808, -1.23457], [3.24372, -1.28644, -0.75696], [-4.89865, 0.38595, 4.42240], [-5.34244, -0.24189, -2.31100], [-1.76237, -0.41756, 0.02620], [1.82826, 0.73067, -2.06871], [2.72424, -2.22244, 2.33107], [1.38095, -1.05847, 2.88562], [-4.93487, 0.08741, 3.02783], [-1.09290, 4.40149, 0.81280], [4.97074, -2.74570, -1.34722], [-6.44959, -0.26060, 0.16738], [-2.71769, 5.24444, 2.34182], [1.47800, 3.20702, 0.81851], [-3.82604, -6.32309, 0.28838], [3.00178, 2.08268, -0.24187], [-4.89588, -3.94908, 0.73297], [3.79983, -3.02064, -2.17825], [1.57118, 3.60852, -0.88303], [2.15170, -1.07919, 4.84366], [-6.12523, -1.14563, -0.37997], [0.55267, 1.10919, -2.54026], [4.64160, -1.35931, -0.62219], [3.00012, -0.98582, 4.16574], [-4.61146, -1.31061, 2.80524], [4.62983, 3.58971, 0.02307], [4.01470, 1.59201, 2.11056], [3.54851, 0.50600, 4.03879], [-2.72803, 6.23287, -0.11388], [3.26912, 4.93954, -0.69325], [2.85811, -0.12017, 1.94222], [-6.46044, -2.09173, 0.04505], [-3.76650, 3.53283, 1.58998], [4.95533, -3.57303, -0.63774], [-6.19151, 0.44466, 2.38233], [-3.82442, -4.52829, 2.00881], [-2.89376, 3.83842, 2.16707], [1.79891, -2.02427, -1.96573], [2.26108, 1.42525, -4.23159], [-1.80750, -3.61039, 0.00835], [0.76798, 1.65109, -3.98365], [4.32164, 2.37335, -0.77777], [-3.45967, -5.34630, -0.02746], [-5.77716, 0.74496, -2.15211], [-3.36676, -1.10399, -1.91646], [-4.11892, -0.48209, -1.43108], [-5.15899, -0.48233, -3.35820], [-1.09871, 2.59559, 1.92406], [3.27096, 4.69559, 1.13601], [1.84849, 0.18217, 0.04588], [3.30082, 4.24324, 0.14475], [-0.87887, 6.88048, 1.26148], [-1.71912, 3.33194, 1.41319], [2.60414, -2.42956, -1.35300], [0.11656, 0.95432, 0.84877], [-1.81915, -3.27650, -1.02917], [0.39978, -1.24528, 0.38559], [2.76347, 1.23477, 4.24056], [-6.42061, -1.16881, -1.79560], [0.13616, 1.88137, -1.89347]],
  "atomic_forces_ev_per_a": [[0.1, 0.4, -0.6], [-0.8, 0.6, 0.2], [0.8, 0.4, -0.1], [-2.9, 0.3, 1.3], [-0.2, 0.5, 0.6], [-0.3, -1.3, -0.5], [0.4, -0.3, 0.4], [2.1, 0.0, -0.3], [-0.4, -0.1, -0.1], [0.0, 0.2, 0.1], [-0.2, -0.5, -0.7], [0.1, 0.3, 0.0], [0.6, -0.3, 0.8], [0.0, 0.0, -0.3], [0.0, -0.5, 0.1], [-0.1, -0.5, 0.1], [2.9, 0.7, 2.0], [3.2, 2.0, -2.0], [1.6, 0.5, 0.1], [-0.1, -0.2, -0.3], [-0.4, 1.4, 0.0], [-2.0, -1.5, -1.2], [1.1, -0.8, -1.2], [-0.1, -0.4, 0.4], [0.6, -0.3, -0.1], [0.2, -0.8, -0.7], [0.4, -0.2, 0.2], [0.2, 0.3, 0.0], [0.3, 0.2, -0.3], [-0.3, 1.6, 1.1], [0.0, -1.1, 1.1], [-0.8, 0.7, -0.8], [-0.3, -0.1, 0.2], [0.0, 0.4, 0.5], [0.4, 0.5, 0.0], [0.3, 0.0, -0.1], [-0.2, 0.0, -0.4], [-0.1, -0.9, 0.0], [0.4, 0.7, -0.4], [-0.1, 0.7, 0.0], [-0.2, -0.2, 0.8], [0.2, 0.3, 0.6], [-1.6, 0.8, 1.2], [0.3, 0.6, 1.2], [-0.6, 0.2, -1.0], [-0.5, 1.1, -1.7], [-0.1, -1.0, 0.1], [-0.2, 0.2, -0.2], [-0.1, -1.0, -0.6], [-3.1, 1.9, 0.4], [0.9, 3.2, -0.7], [0.8, 0.3, 1.2], [-0.9, -0.3, 0.1], [0.8, 1.8, -1.8], [0.4, -0.7, 0.1], [0.4, 0.0, 0.1], [-1.8, -2.0, 0.8], [0.1, 0.6, 0.2], [-3.0, 0.2, -1.7], [-0.1, -0.8, -0.3], [0.2, 0.3, 0.2], [-0.2, 0.2, 2.5], [-1.1, 1.1, -0.2], [0.6, -2.7, -1.6], [0.4, 1.0, 0.0], [1.2, -4.9, -1.2], [0.5, 0.0, 0.7], [-0.7, 0.1, 0.2], [0.7, -0.8, -0.8], [0.1, -1.6, 1.4], [-0.4, 0.7, 0.5], [-0.5, -0.5, -1.2], [0.1, 0.3, 0.8], [-0.4, 0.8, 0.2], [0.5, 0.2, 0.5], [-0.2, 0.0, 0.1], [0.1, -0.3, -0.1], [-1.1, -0.8, 0.9], [-0.1, -0.3, 0.2], [0.4, -2.0, 0.0], [-0.2, 0.1, -0.1], [0.0, 0.2, 1.0], [-1.2, -0.6, 0.9], [1.3, 0.4, 0.5], [0.6, 0.4, -0.4], [0.0, -0.4, 0.4], [-1.6, 1.0, -0.1], [0.1, 0.6, -0.1], [0.6, 0.9, 0.3], [-0.3, 0.7, -0.4], [-0.4, -0.3, 0.3], [-0.6, 2.8, 0.2], [-1.7, -2.3, 0.8], [-1.0, -2.5, -1.2], [1.8, -0.4, -1.3], [0.5, 1.1, 0.6], [0.1, 0.9, 0.2], [2.5, -0.9, -0.2], [-0.1, -0.1, -0.1], [0.9, -0.8, -2.2], [0.5, 0.4, 0.2]],
  "lowdin_charge": [0.11, 0.11, 0.12, 0.57, 0.13, -0.18, 0.12, -0.11, 0.11, 0.12, 0.12, 0.14, 0.11, 0.11, 0.13, 0.11, -0.26, -0.35, 0.75, 0.13, -0.16, 0.36, -0.18, 0.11, 0.11, 0.12, 0.11, 0.12, 0.10, -0.13, -0.18, -0.12, 0.11, 0.13, 0.10, 0.12, 0.11, 0.12, 0.11, 0.12, -0.18, 0.11, -0.23, -0.31, -0.16, -0.32, -0.22, 0.13, 0.11, 0.19, -0.20, -0.14, 0.12, -0.18, 0.12, 0.12, -0.23, 0.12, -0.18, 0.12, 0.11, -0.19, -0.16, -0.13, -0.11, -0.33, -0.17, 0.10, -0.09, -0.25, 0.12, -0.23, 0.13, 0.13, 0.12, -0.35, 0.13, -0.18, 0.12, -0.13, -0.19, -0.11, -0.14, -0.14, 0.12, 0.11, -0.18, 0.11, 0.12, 0.13, 0.70, -0.17, -0.27, -0.25, -0.13, -0.30, 0.13, -0.31, 0.12, -0.19, 0.12],
  "gap_ev": [6.65, 4.78],
  "e_above_lowest_kj_mol": 0.0,
  "s2": 2.006,
  "multiplicity": 3,
  "lumo_energy_ev": [-0.4, -2.3],
  "homo_energy_ev": [-7.087, -7.042]
}

Record 3
{
  "formula": "C38H33KN8O4S",
  "method": "wB97M-V/def2-TZVPD",
  "species": ["C", "H", "C", "H", "C", "C", "H", "C", "C", "C", "C", "C", "C", "H", "C", "C", "H", "H", "C", "H", "C", "H", "H", "C", "H", "C", "N", "H", "S", "C", "H", "C", "N", "C", "H", "C", "H", "H", "O", "C", "H", "C", "O", "K", "H", "H", "C", "C", "N", "H", "C", "C", "C", "H", "C", "N", "H", "N", "C", "N", "H", "C", "O", "C", "C", "N", "H", "C", "C", "H", "C", "H", "C", "O", "H", "C", "H", "H", "C", "H", "H", "H", "H", "H", "N"],
  "xyz": [[-0.12542, 0.52466, -3.74692], [-2.79491, -7.22191, -4.03979], [-2.21476, 1.74590, 0.58132], [0.03052, 1.00409, -4.70933], [3.77190, 5.38572, 0.63574], [-0.95593, 3.78263, 3.41625], [1.48365, 3.93264, 1.35552], [-2.03655, -4.78973, -1.78943], [-2.20102, -5.43208, -3.01749], [-3.26414, 3.58351, 2.81457], [3.72544, -4.90977, 0.35099], [-0.12218, -0.15409, 4.25859], [3.77908, -1.16052, 0.64650], [-2.77742, 6.29701, 4.78898], [-1.24554, 4.93389, 4.13661], [1.52781, -3.99142, 0.51278], [-2.23442, -4.96587, 0.31501], [-2.07250, -1.66676, -5.14870], [2.16935, 1.96166, 1.02085], [1.23206, 1.50525, 1.31692], [-1.51121, -3.37592, -1.66108], [-4.05183, 3.05265, 2.29272], [4.40081, -5.74988, 0.24837], [2.35831, -5.10622, 0.39394], [-3.20580, -0.53072, -1.52346], [-0.66106, -0.81717, -3.75802], [2.93376, -0.23631, 0.60929], [0.44366, -4.08014, 0.53075], [-0.83713, -1.69130, 4.10208], [-2.94414, 0.46384, -1.17644], [-4.58055, 5.08690, 3.59543], [-2.54967, 5.40823, 4.21185], [-1.37458, -2.76537, -2.81784], [0.26108, 1.23939, -2.61224], [-0.47518, -2.37497, -5.22401], [3.32190, -2.57069, 0.54494], [-3.34881, -8.45033, -1.95914], [0.05543, 3.40303, 3.37287], [4.85721, 5.89418, 0.53740], [4.42855, 1.71122, 0.24386], [4.85513, -0.99095, 0.79073], [-1.00709, -1.43012, -5.10209], [0.11131, 0.87999, -1.41494], [-0.24918, -0.90058, 0.03128], [1.82993, 2.45376, -3.51680], [5.51081, 3.54467, -0.05385], [3.53315, 3.91406, 0.64241], [-2.83605, -6.79378, -0.68376], [0.82905, 0.02843, 5.26123], [1.93029, -6.09763, 0.33197], [4.22259, -3.61497, 0.43532], [-2.36181, -5.48681, -0.62663], [-1.69335, 1.83193, 1.97852], [-1.97474, 3.85211, 0.21060], [-1.96291, 3.08771, 2.74362], [2.00715, -2.75695, 0.57880], [-1.95010, -4.87908, -3.91302], [-0.39009, 0.96145, 3.60928], [3.22011, 1.13380, 0.63286], [-1.01515, 0.83341, 2.42507], [5.24213, 1.08008, -0.09390], [-2.65853, 2.79164, -1.53162], [-1.30111, -2.92624, -0.48881], [-2.99480, 1.54899, -2.03903], [-2.26918, 2.89723, -0.20706], [-2.57911, 0.55368, 0.10174], [-2.67255, 3.66997, -2.16705], [2.32739, 3.33291, 1.02790], [-2.67178, -6.73636, -3.07685], [-0.74824, -0.75389, -5.92026], [-3.55918, 4.72707, 3.54524], [1.87998, 5.64797, 0.74368], [-2.98806, -7.42833, -1.91013], [2.68439, 6.18347, 0.74845], [0.28788, 3.30563, -3.32682], [4.58091, 3.08502, 0.25426], [0.95134, 0.99250, 5.53487], [-3.09360, -7.31652, 0.23181], [0.96620, 2.58410, -2.85980], [-0.44849, 5.46376, 4.64617], [0.73965, -0.63028, 6.01689], [5.28805, -3.41799, 0.40873], [1.30493, 2.98376, -1.90171], [-3.26114, 1.41449, -3.07828], [-0.81191, -1.49836, -2.66931]],
  "atomic_forces_ev_per_a": [[0.0, -0.1, 0.0], [0.0, 0.0, 0.0], [-0.1, 0.0, 0.0], [0.1, -0.1, 0.0], [-0.1, 0.0, 0.0], [0.0, 0.1, -0.1], [0.0, 0.0, 0.0], [0.0, -0.1, 0.2], [0.0, -0.1, 0.0], [0.0, 0.0, 0.0], [0.0, 0.0, 0.0], [-0.2, -0.3, 0.1], [0.3, -0.2, 0.2], [0.0, 0.0, 0.0], [0.0, 0.0, 0.0], [0.0, 0.0, 0.0], [0.0, 0.0, 0.0], [0.0, 0.0, 0.0], [-0.2, -0.1, 0.1], [0.0, 0.1, 0.0], [-0.2, 0.4, 0.1], [0.0, 0.0, 0.0], [0.0, 0.0, 0.0], [0.0, 0.0, 0.0], [0.1, 0.0, 0.0], [0.0, 0.0, 0.0], [-0.6, 0.4, -0.3], [0.0, 0.0, 0.0], [0.2, 0.0, -0.1], [0.0, 0.0, 0.1], [0.0, 0.0, 0.0], [0.0, 0.0, 0.0], [0.3, -0.2, -0.2], [0.0, -0.1, -0.1], [0.0, 0.0, 0.0], [-0.1, 0.2, 0.1], [0.0, 0.0, 0.0], [0.0, 0.0, 0.1], [0.1, 0.0, 0.0], [0.1, -0.1, -0.1], [0.0, 0.0, -0.1], [0.0, 0.1, 0.0], [0.5, 1.1, -0.7], [0.5, -0.1, 1.1], [0.0, 0.0, 0.0], [0.0, 0.0, 0.0], [0.1, 0.0, 0.0], [0.0, 0.0, 0.0], [0.0, 0.0, 0.0], [0.0, 0.0, 0.0], [0.2, -0.1, 0.0], [0.0, 0.0, 0.0], [0.1, 0.1, 0.0], [0.0, 0.0, 0.0], [0.0, -0.1, 0.0], [-0.3, -0.2, 0.0], [0.0, 0.0, 0.0], [0.3, 0.4, 0.1], [0.0, 0.0, 0.1], [-0.2, -0.1, -0.3], [0.0, 0.0, 0.0], [0.0, 0.0, 0.0], [-0.4, -1.4, -0.6], [0.0, 0.1, 0.0], [0.0, 0.0, 0.0], [-0.1, 0.2, 0.0], [0.0, 0.0, 0.0], [-0.1, 0.1, 0.1], [0.0, 0.0, 0.0], [0.0, 0.0, 0.0], [0.0, 0.0, 0.0], [0.0, 0.0, 0.0], [0.0, 0.1, 0.0], [-0.1, 0.0, 0.0], [0.0, 0.0, 0.0], [0.1, 0.0, -0.1], [0.0, 0.0, 0.0], [0.0, 0.0, 0.0], [-0.1, 0.0, 0.1], [0.0, 0.0, 0.0], [0.0, 0.0, 0.0], [0.0, 0.0, 0.0], [0.0, 0.0, 0.0], [0.0, 0.0, 0.0], [-0.2, 0.1, 0.4]],
  "lowdin_charge": [-0.08, 0.08, -0.25, 0.07, -0.48, -0.05, 0.10, -0.14, -0.05, -0.04, -0.09, -1.00, -0.08, 0.09, -0.10, -0.08, 0.11, 0.06, 0.02, 0.10, -0.53, 0.12, 0.10, -0.05, 0.11, -0.38, 0.14, 0.10, 0.40, -0.13, 0.09, -0.12, 0.03, -0.53, 0.06, -0.26, 0.08, 0.09, 0.09, -0.01, 0.12, -0.08, -0.22, 0.71, 0.06, 0.11, -0.15, -0.11, 0.00, 0.10, -0.04, -0.04, -0.21, 0.11, -0.17, 0.12, 0.09, -0.06, -0.23, 0.04, 0.10, -0.08, -0.24, -0.07, -0.03, 0.09, 0.10, -0.01, -0.12, 0.05, -0.10, 0.09, -0.14, 0.11, 0.06, -0.02, 0.06, 0.09, -0.05, 0.09, 0.04, 0.10, 0.05, 0.10, 0.00],
  "total_charge": -2,
  "gap_ev": 4.36,
  "e_above_lowest_kj_mol": 70.7,
  "lumo_energy_ev": 3.7,
  "homo_energy_ev": -0.696
}